[1]
C4H8OS | the ωB97M-V functional and the def2-TZVPD basis

The calculation puts the energy above the lowest of the compared OMol25 structures with the same formula, charge and spin at 46.3 kcal/mol. As for the structure (SMILES): C=CC.OC=S. As for the LUMO energy: 0.252 eV.

Atoms and positions in Å:
C: 0.5004 -2.4529 -1.6472
C: 0.4620 -1.8555 -0.4742
C: 0.1092 3.7987 1.2634
C: -0.7172 -1.9192 0.3918
O: -0.1099 4.2282 -0.0086
S: 0.7696 2.4355 1.7095
H: 1.2836 -2.2587 -2.3748
H: -0.4139 -3.1489 -1.8077
H: 1.1028 -1.0573 -0.1431
H: -0.1179 4.6502 1.9618
H: -0.8359 -0.9714 0.9917
H: -0.6244 -2.7463 1.1122
H: -1.6121 -2.2683 -0.2131
H: 0.2038 3.5658 -0.7617

[2]
C4H8OS | the ωB97M-V functional and the def2-TZVPD basis

The calculation puts the energy above the lowest of the compared OMol25 structures with the same formula, charge and spin at 24.9 kcal/mol. As for the structure (SMILES): O[C@H]1CCSC1. As for the LUMO energy: 0.840 eV.

Atoms and positions in Å:
C: 0.2540 -0.9853 0.3839
C: -0.5942 -0.0452 1.0716
C: -1.2808 0.9129 0.0996
C: 1.0828 -0.1505 -0.6258
H: 0.2759 -2.0469 1.8579
H: -0.2685 -1.7039 -0.2177
H: -1.4235 -0.3202 1.7531
H: -0.0877 0.7294 1.6458
H: -1.4450 1.9535 0.4605
H: -2.1992 0.4418 -0.1183
H: 1.5685 -0.6108 -1.4873
H: 1.8800 0.3453 -0.0034
O: 1.0303 -1.5795 1.4579
S: -0.2071 0.9660 -1.3206

[3]
C4H8OS | the ωB97M-V functional and the def2-TZVPD basis

The calculation puts the energy above the lowest of the compared OMol25 structures with the same formula, charge and spin at 16.8 kcal/mol. As for the structure (SMILES): C1CSCCO1. As for the LUMO energy: 0.963 eV.

Atoms and positions in Å:
C: 0.2958 -1.3288 0.2467
C: -1.1253 -1.1137 -0.2192
C: -0.9501 1.2316 -0.2941
C: 0.4411 1.3336 0.3204
H: 0.3024 -1.3731 1.3303
H: 0.7552 -2.2642 -0.0256
H: -1.2084 -1.1377 -1.2991
H: -1.7248 -2.0024 0.1246
H: -0.9685 1.0711 -1.3669
H: -1.4526 2.1716 -0.0967
H: 0.9470 2.2802 0.0804
H: 0.1939 1.3053 1.3779
O: -1.6292 0.0558 0.2907
S: 1.5138 -0.0771 -0.1733

[4]
C4H8OS | the ωB97M-V functional and the def2-TZVPD basis

The calculation puts the energy above the lowest of the compared OMol25 structures with the same formula, charge and spin at 111.0 kcal/mol. As for the LUMO energy (spin up / spin down): 0.250 / 0.610 eV.

Atoms and positions in Å:
C: -0.1764 -2.0805 -0.1426
C: -0.1658 -1.0463 0.7219
C: 0.8961 1.0975 -0.8945
C: -1.0249 0.0823 0.5789
O: -1.1752 0.9937 1.5600
S: -2.2754 0.1160 -0.6136
H: 0.5859 -2.8209 0.0409
H: -0.7396 -1.9946 -1.0729
H: 0.6320 -1.2129 1.3840
H: 1.5143 0.2459 -0.8510
H: 0.3030 1.1923 -1.8369
H: 0.6287 1.8823 -0.2083
H: -0.6428 0.8972 2.3194
H: -2.5361 1.3131 -0.4243